The ion C5H12N2 with charge -1 at a distorted geometry. Source: the OMol25 dataset; level of theory: ωB97M-V with the def2-TZVPD basis set.

The multiplicity is 2. The value obtained for the energy above the lowest of the compared OMol25 structures with the same formula, charge and spin is 107.93 kJ/mol. The calculation puts the orbital gap (spin up / spin down) at 0.112 / 0.305 Ha. As for the net charge: -1. For the LUMO energy (spin up / spin down), the calculation gives 4.3304 / 4.0790 eV. As for the calculated total energy: -307.121083 a.u.

CARTESIAN COORDINATES (ANGSTROEM)
1 C 0.86596 -0.16181 -1.71152
2 C 0.48269 0.90094 -0.67901
3 C -0.60551 0.46274 0.36855
4 C -0.27477 -0.79585 1.11787
5 C -1.20898 -1.67745 1.57476
6 N 1.04319 -0.95928 1.49803
7 N -0.11982 2.02390 -1.40905
8 H 1.50772 0.29223 -2.47382
9 H 1.26557 -1.04131 -1.21245
10 H -0.04877 -0.29106 -2.27947
11 H 1.42217 1.23168 -0.19324
12 H -0.94673 1.35790 1.00609
13 H -1.60939 0.43939 -0.15833
14 H -0.90541 -2.56963 2.12894
15 H -2.27252 -1.50475 1.53558
16 H 1.01196 -1.59032 2.36058
17 H 1.85622 -0.53859 1.08624
18 H -0.97731 1.77964 -1.91854
19 H -0.48627 2.64163 -0.64119

=====

The molecule C5H7NO2 at a distorted geometry. Source: the OMol25 dataset; level of theory: ωB97M-V with the def2-TZVPD basis set.

The value obtained for the energy above the lowest of the compared OMol25 structures with the same formula, charge and spin is 431.88 kJ/mol. The calculation puts the orbital gap at 0.353 Ha. As for the SMILES: C#C[C@]1(N)[C@H](O)[C@@H]1O. As for the net charge: 0. For the LUMO energy, the calculation gives 0.8183 eV. As for the calculated total energy: -399.801069 a.u.

CARTESIAN COORDINATES (ANGSTROEM)
1 C -1.95803 -1.25751 -0.52459
2 C -1.10054 -0.42071 -0.34320
3 C -0.16661 0.62999 -0.05563
4 N -0.44930 1.99584 -0.05585
5 C 1.38910 0.18119 -0.41510
6 O 1.62210 -0.90281 -1.25939
7 C 0.80706 0.05187 0.99667
8 O 0.44545 -1.20281 1.44749
9 H -2.55402 -2.23371 -0.74219
10 H -0.76859 2.34351 -0.96095
11 H -1.17820 2.15478 0.69218
12 H 1.96371 1.04694 -0.66500
13 H 1.30450 -1.66049 -0.66399
14 H 1.13222 0.75892 1.65123
15 H -0.48884 -1.48502 0.89830

=====

The molecule C2H4N4OS at a distorted geometry. Source: the OMol25 dataset; level of theory: ωB97M-V with the def2-TZVPD basis set.

The value obtained for the energy above the lowest of the compared OMol25 structures with the same formula, charge and spin is 43.54 kJ/mol. The calculation puts the orbital gap at 0.311 Ha. As for the SMILES: Nn1[nH]c(=S)nc1O. As for the net charge: 0. For the LUMO energy, the calculation gives 0.2149 eV. As for the calculated total energy: -771.021493 a.u.

CARTESIAN COORDINATES (ANGSTROEM)
1 N -1.82825 0.16485 -0.45938
2 N -0.45754 0.01178 -0.48593
3 N 0.30942 1.19882 -0.48671
4 C 1.52996 0.89750 0.10332
5 S 2.84564 1.88241 0.02316
6 N 1.42669 -0.34699 0.70507
7 C 0.26334 -0.78360 0.36123
8 O -0.31577 -1.90610 0.76790
9 H -2.15003 0.08593 0.48618
10 H -2.22726 -0.55607 -1.01634
11 H 0.28376 1.72804 -1.35558
12 H 0.32005 -2.37657 1.35707

=====

A structure of composition C3H6NO3 at a distorted geometry. Source: the OMol25 dataset; level of theory: ωB97M-V with the def2-TZVPD basis set.

The multiplicity is 3. The value obtained for the energy above the lowest of the compared OMol25 structures with the same formula, charge and spin is 323.59 kJ/mol. The calculation puts the orbital gap (spin up / spin down) at 0.206 / 0.336 Ha. As for the net charge: +1. For the LUMO energy (spin up / spin down), the calculation gives -4.0899 / -7.2755 eV. As for the calculated total energy: -397.857742 a.u.

CARTESIAN COORDINATES (ANGSTROEM)
1 C 1.83149 0.10824 -0.00817
2 C 0.21950 -1.34627 0.43055
3 C -0.10323 0.24681 0.34611
4 N -0.75961 0.72730 -0.95987
5 O 2.55664 0.97273 -0.25524
6 O 1.51325 -1.13095 -0.13405
7 O -0.75571 0.83967 1.38491
8 H 0.12204 -1.71483 1.50982
9 H -0.43192 -1.88350 -0.18584
10 H -1.76797 0.64207 -1.09045
11 H -0.23556 0.27761 -1.67327
12 H -0.49644 1.69275 -0.92279
13 H -1.69247 0.56839 1.55829

=====

A cluster of 2 separate species, C2H5O2 in total at a distorted geometry. Source: the OMol25 dataset; level of theory: ωB97M-V with the def2-TZVPD basis set.

The value obtained for the energy above the lowest of the compared OMol25 structures with the same formula, charge and spin is 116.94 kJ/mol. The calculation puts the orbital gap at 0.279 Ha. As for the net charge: -1. For the LUMO energy, the calculation gives 4.7515 eV. As for the calculated total energy: -229.680574 a.u.

CARTESIAN COORDINATES (ANGSTROEM)
1 O 2.08676 1.02513 -0.19437
2 H 1.20255 0.61671 0.20781
3 O -0.21080 0.53889 0.46758
4 C -1.21706 -0.24981 0.22239
5 C -1.07073 -1.49105 -0.27845
6 H -2.19892 0.14680 0.52030
7 H -0.03551 -1.78131 -0.48274
8 H -1.68604 -2.29964 -0.65413
9 H 1.69497 1.34368 -1.03586

=====

A structure of composition C25H45N2OP3RuSe at a distorted geometry. Source: the OMol25 dataset; level of theory: ωB97M-V with the def2-TZVPD basis set.

The multiplicity is 5. The calculation puts the orbital gap (spin up / spin down) at 0.213 / 0.184 Ha. As for the net charge: +4. For the LUMO energy (spin up / spin down), the calculation gives -12.5156 / -14.7783 eV. As for the calculated total energy: -4683.091829 a.u.

CARTESIAN COORDINATES (ANGSTROEM)
1 Ru -0.07094 0.36460 -1.19081
2 P 1.26879 1.00563 0.51051
3 P -0.73771 2.20144 -2.02613
4 P 1.57417 -0.58563 -2.43132
5 H -1.02263 -3.09778 0.52370
6 C 0.06128 -3.39907 0.45353
7 C 0.91736 -2.93088 1.32050
8 H 0.66590 -2.05557 1.94444
9 C 0.40480 1.66798 1.99182
10 C 2.11253 2.52501 -0.02991
11 C 2.66707 0.09972 1.30269
12 C -2.36069 1.91884 -2.79105
13 C -1.14949 3.46492 -0.80187
14 C 0.36167 2.83060 -3.29002
15 C 2.43932 -2.07671 -1.77288
16 C 2.91942 0.62249 -2.66650
17 C 1.27984 -1.10953 -4.16186
18 H 0.36058 -3.87123 -0.49575
19 H 1.91430 -3.35390 1.40064
20 H 0.37310 0.89479 2.76880
21 H -0.62439 1.92830 1.70887
22 H 0.90042 2.56248 2.40688
23 H 1.48873 3.05239 -0.76818
24 H 3.07551 2.26858 -0.48496
25 H 2.26856 3.17139 0.84474
26 H 2.33247 -0.88971 1.63804
27 H 3.03635 0.66834 2.17714
28 H 3.49640 -0.03063 0.59104
29 H -2.17002 1.63411 -3.84630
30 H -3.02169 2.79498 -2.70403
31 H -2.84064 1.06052 -2.27488
32 H -0.93299 4.43934 -1.24588
33 H -0.63376 3.38592 0.15664
34 H -2.21507 3.35528 -0.59447
35 H -0.20383 3.58349 -3.84096
36 H 0.69243 2.05052 -3.98037
37 H 1.25103 3.26585 -2.84110
38 H 3.19211 -2.43970 -2.48529
39 H 1.72497 -2.89174 -1.59799
40 H 2.94224 -1.83925 -0.82811
41 H 3.38701 0.39883 -3.62544
42 H 3.68616 0.54227 -1.89497
43 H 2.57706 1.65673 -2.70952
44 H 2.21539 -1.04098 -4.73742
45 H 0.50576 -0.50530 -4.66163
46 H 0.95780 -2.16065 -4.18034
47 C -2.36123 -1.50689 -3.24389
48 C -3.43265 -0.69561 -3.67352
49 C -3.60828 -0.50861 -5.05073
50 C -3.14930 -1.47806 -5.93804
51 C -2.26816 -2.45287 -5.47045
52 C -1.88473 -2.48867 -4.12656
53 O -1.86522 -1.52230 -1.97508
54 H -0.82796 -1.15853 -1.67580
55 H -4.03667 -0.22960 -2.90757
56 H -4.19161 0.33773 -5.43548
57 H -3.51832 -1.46749 -6.96871
58 H -1.91285 -3.21212 -6.16160
59 H -1.23951 -3.24827 -3.70577
60 C -2.65761 1.40718 3.50675
61 N -2.38698 -0.02898 3.41008
62 C -2.10589 -0.72628 2.26551
63 Se -2.21259 -0.07039 0.51078
64 N -1.84898 -2.01285 2.66313
65 C -1.86039 -2.11070 4.05718
66 C -1.35328 -3.10296 4.88525
67 C -1.21731 -2.78352 6.24616
68 C -1.54312 -1.49673 6.72698
69 C -2.02300 -0.50598 5.86670
70 C -2.19648 -0.85299 4.53252
71 H -3.08522 1.74503 2.54720
72 H -1.72476 1.96210 3.71860
73 H -3.36666 1.56765 4.33321
74 H -1.51157 -2.75381 2.05240
75 H -1.06858 -4.06464 4.46073
76 H -0.84616 -3.52683 6.95078
77 H -1.39494 -1.29346 7.79018
78 H -2.25366 0.51504 6.16751

=====

A structure of composition C19H20As2F6N2NaO7S3. Source: the OMol25 dataset; level of theory: ωB97M-V with the def2-TZVPD basis set.

The value obtained for the energy above the lowest of the compared OMol25 structures with the same formula, charge and spin is 0.00 kJ/mol. The calculation puts the orbital gap at 0.310 Ha. As for the net charge: -1. For the LUMO energy, the calculation gives 2.1118 eV. As for the calculated total energy: -7799.976626 a.u.

CARTESIAN COORDINATES (ANGSTROEM)
1 Na 0.30921 0.47967 -1.65889
2 F -1.94581 2.42476 -4.92901
3 C -1.23544 1.39256 -4.47444
4 F -1.49592 1.26822 -3.15310
5 F -1.61841 0.30020 -5.09952
6 S 0.57740 1.67930 -4.69532
7 O 1.19627 0.74383 -3.78805
8 O 0.80710 1.55408 -6.09628
9 N 0.72123 3.19784 -4.27131
10 S 1.05981 3.71356 -2.83829
11 O 0.82126 2.77318 -1.76002
12 O 0.59982 5.05397 -2.65298
13 C 2.89700 3.87112 -2.87061
14 F 3.29798 4.62666 -3.88862
15 F 3.31688 4.44092 -1.73364
16 F 3.47180 2.67234 -2.97663
17 C -0.56460 -2.56934 3.72798
18 As 0.07958 -1.23988 2.42674
19 C -1.69568 -0.48430 2.05631
20 C 0.62777 0.16418 3.70334
21 C 0.67290 -0.06627 5.07767
22 C 1.07824 0.92248 5.96229
23 C 1.44555 2.16967 5.48264
24 C 1.41551 2.40691 4.11692
25 C 1.02210 1.41890 3.21825
26 As 1.03902 1.80199 1.28709
27 C 2.79934 2.64796 1.18301
28 C -0.05610 3.42454 1.32388
29 H -1.27209 -2.14301 4.43968
30 H 0.27373 -3.01794 4.26037
31 H -1.06486 -3.35644 3.16301
32 H -2.18263 -0.19650 2.98818
33 H -2.28928 -1.22319 1.52129
34 H -1.59220 0.37997 1.40313
35 H 0.38810 -1.03215 5.47481
36 H 1.10432 0.71740 7.02574
37 H 1.75790 2.95087 6.16453
38 H 1.70867 3.38297 3.74740
39 H 2.89170 3.47153 1.89016
40 H 2.93450 3.02387 0.17230
41 H 3.56539 1.90292 1.39399
42 H 0.30326 4.13010 2.07293
43 H -1.08655 3.15416 1.55294
44 H -0.01614 3.88147 0.33731
45 O -0.15751 -3.61574 -4.65695
46 S -1.30051 -3.13083 -3.92918
47 O -2.51361 -2.91205 -4.67404
48 N -0.92494 -1.84925 -3.01419
49 C -1.04115 -2.10572 -1.71783
50 O -0.81064 -1.28677 -0.80428
51 C -1.45428 -3.52415 -1.41394
52 C -1.63769 -4.12351 -0.18207
53 C -2.02008 -5.45945 -0.15271
54 C -2.21363 -6.17082 -1.33470
55 C -2.02531 -5.56438 -2.57173
56 C -1.64428 -4.23804 -2.57641
57 H -1.47406 -3.55841 0.72651
58 H -2.16830 -5.95708 0.79773
59 H -2.51210 -7.21076 -1.28737
60 H -2.16952 -6.10814 -3.49602

=====

A structure of composition C25H64Hg2O27S8 at a distorted geometry. Source: the OMol25 dataset; level of theory: ωB97M-V with the def2-TZVPD basis set.

The value obtained for the energy above the lowest of the compared OMol25 structures with the same formula, charge and spin is 0.00 kJ/mol. The calculation puts the orbital gap at 0.214 Ha. As for the net charge: +2. For the LUMO energy, the calculation gives -7.9595 eV. As for the calculated total energy: -6513.878301 a.u.

CARTESIAN COORDINATES (ANGSTROEM)
1 Hg 0.35010 0.57984 0.04649
2 Hg 4.04191 -1.41173 -1.62844
3 C 1.37561 -1.80456 -0.83750
4 O 1.81612 -0.72684 -1.33377
5 O 0.50254 -1.70260 0.10650
6 O 2.29594 -2.61081 -0.64515
7 O 0.01710 5.21825 0.96641
8 S -0.93875 4.20973 0.56933
9 O -0.49201 2.80776 0.33685
10 O -2.12834 4.17636 1.73030
11 C -3.32221 3.25219 1.62694
12 C -4.18706 3.34073 2.90922
13 C -1.97138 4.73213 -1.01975
14 H -3.10149 2.18904 1.53165
15 H -3.90447 3.54740 0.75405
16 H -5.11491 2.76985 2.87326
17 H -4.35854 4.39136 3.14347
18 H -3.65322 2.79729 3.68882
19 H -2.28616 3.83609 -1.55466
20 H -1.37376 5.42856 -1.60791
21 H -2.78321 5.30314 -0.56921
22 O -4.21836 -0.35370 -0.77715
23 S -3.11249 -0.62577 0.15109
24 O -1.85967 0.11558 0.07197
25 O -3.57302 -0.46562 1.72191
26 C -4.82772 -1.08420 2.11592
27 C -4.95756 -0.74080 3.62759
28 C -2.79186 -2.49289 0.03744
29 H -5.08716 -2.08671 1.77567
30 H -5.60553 -0.43192 1.71886
31 H -4.67752 0.29374 3.82609
32 H -4.37003 -1.36261 4.30306
33 H -5.95743 -1.08179 3.89609
34 H -2.07308 -2.56578 -0.77874
35 H -3.66033 -2.98842 -0.39651
36 H -2.39338 -3.06827 0.87305
37 O 2.31791 0.21654 1.56416
38 S 3.57839 -0.43182 1.83027
39 O 4.37243 -0.87791 0.64216
40 O 4.41201 0.67734 2.75364
41 C 5.84740 0.62563 3.10080
42 C 6.18045 0.06908 4.42029
43 C 3.40901 -1.90153 3.02186
44 H 6.22535 1.62713 2.89527
45 H 6.32184 -0.03241 2.37280
46 H 5.60119 0.57384 5.19344
47 H 7.26918 0.08613 4.46989
48 H 5.78584 -0.94600 4.46512
49 H 2.79909 -2.61389 2.46631
50 H 2.83502 -1.49279 3.85346
51 H 4.39483 -2.21385 3.36640
52 O -0.46182 0.65011 2.35583
53 S -0.25135 0.30636 3.75607
54 O -0.00334 -1.09171 4.11302
55 O 1.01261 1.21301 4.34427
56 C 1.03355 2.65495 4.23870
57 C 2.43485 3.05495 4.54409
58 C -1.59546 0.91473 4.83563
59 H 0.27966 3.08205 4.90001
60 H 0.68713 2.92558 3.24127
61 H 2.92356 2.32360 5.18782
62 H 2.59827 4.04595 4.96753
63 H 2.99281 3.03955 3.60786
64 H -1.17565 0.65495 5.80742
65 H -2.52714 0.43226 4.54017
66 H -1.68681 1.99036 4.68476
67 O 0.27600 -2.58556 -6.14066
68 S -0.71915 -2.72180 -5.03246
69 O -0.41551 -2.23625 -3.71418
70 O -2.12044 -2.09719 -5.59633
71 C -2.98453 -1.39445 -4.79780
72 C -3.89200 -2.32754 -4.04298
73 C -1.21425 -4.50579 -4.85328
74 H -3.73317 -0.83925 -5.36294
75 H -2.46439 -0.68756 -4.15138
76 H -4.85128 -1.97627 -3.66285
77 H -3.38455 -2.86922 -3.24474
78 H -4.30464 -2.98397 -4.80909
79 H -1.59097 -4.79167 -5.83535
80 H -1.89053 -4.71067 -4.02336
81 H -0.28552 -4.98559 -4.54448
82 O -0.52621 -5.90349 4.38539
83 S 0.43934 -5.85356 3.30707
84 O 1.75346 -6.49823 3.37305
85 O -0.45656 -6.44821 2.02831
86 C 0.25049 -6.58522 0.84786
87 C -0.61041 -6.32863 -0.37365
88 C 0.71859 -4.12866 2.77089
89 H 0.36433 -7.66290 0.73057
90 H 1.20033 -6.11343 0.59624
91 H -1.41323 -7.05450 -0.50281
92 H 0.00118 -6.46908 -1.26490
93 H -1.07690 -5.35969 -0.19576
94 H 1.43506 -4.06687 1.95177
95 H 1.19216 -3.64870 3.62732
96 H -0.23436 -3.63925 2.56978
97 O 0.25930 3.30482 -3.24315
98 S -0.11757 1.92774 -3.37266
99 O -0.43209 1.05194 -2.20077
100 O -1.33118 1.85054 -4.49440
101 C -2.67035 2.07997 -3.97422
102 C -3.57560 2.22621 -5.25506
103 C 1.19380 1.23700 -4.44313
104 H -2.55211 3.02170 -3.43824
105 H -2.92310 1.34307 -3.21186
106 H -2.99363 2.85665 -5.92734
107 H -4.51517 2.76318 -5.12476
108 H -3.70970 1.28938 -5.79585
109 H 0.67663 0.54017 -5.10273
110 H 1.89051 0.69619 -3.80264
111 H 1.61527 1.96616 -5.13508
112 O 2.09252 1.94682 -0.55250
113 S 3.42617 2.14391 -1.12586
114 O 4.14868 0.89209 -1.63407
115 O 3.27871 3.20717 -2.43811
116 C 4.34098 3.66085 -3.24271
117 C 3.73893 3.97633 -4.64537
118 C 4.53446 3.13414 -0.03498
119 H 5.15218 2.93283 -3.25005
120 H 4.75044 4.62818 -2.95164
121 H 3.19137 4.91841 -4.67276
122 H 3.15335 3.15564 -5.05969
123 H 4.45695 4.04114 -5.46290
124 H 5.59044 3.14710 -0.30490
125 H 4.54764 2.49133 0.84519
126 H 4.08989 4.09631 0.21935